No. 1
Density functional theory data (the ωB97M-V functional and the def2-TZVPD basis) for a gas-phase ion, C3H10FNO5P3 (charge +1).

Atoms and positions in Å:
1 N -0.850 -2.915 1.082
2 P -1.716 -1.764 0.531
3 P -0.454 0.089 0.652
4 F -1.399 1.335 0.488
5 C 0.716 0.097 -0.702
6 C 0.189 0.872 -1.928
7 C 1.120 0.505 -3.091
8 O 1.251 -0.631 -3.421
9 O 1.828 1.499 -3.653
10 P 0.596 0.333 2.615
11 O 1.842 -0.391 2.481
12 O -0.451 -0.074 3.718
13 O 0.692 1.896 2.728
14 H -0.637 -3.656 0.423
15 H -2.801 -1.344 1.314
16 H -2.141 -1.719 -0.810
17 H 0.876 -0.952 -0.982
18 H 1.669 0.501 -0.348
19 H 0.166 1.943 -1.723
20 H -0.828 0.562 -2.182
21 H 1.381 2.352 -3.602
22 H -0.907 -0.919 3.594
23 H -0.141 2.382 2.816

Cartesian forces (eV/Å) of the 3 atoms listed first:
N -0.263 0.172 -0.152
P 0.310 -0.352 0.065
P -0.177 -0.100 -0.037

## Properties
largest force on an atom: 0.63 eV/Å
net charge: +1
LUMO level: -4.7 eV
HOMO-LUMO gap: 0.3386 Eh
electronic energy: -45579.4927 eV

***

No. 2
Density functional theory data (the ωB97M-V functional and the def2-TZVPD basis) for a molecular structure, C46H53CoN4P2S2SeSi4.

Atoms and positions in Å:
1 Co 0.126 0.044 -0.276
2 S 0.386 2.353 -0.654
3 P -0.002 2.137 1.317
4 C 0.421 0.542 1.754
5 P 2.088 0.390 2.186
6 S 3.605 1.065 1.085
7 C 2.343 -1.417 2.486
8 C 3.525 -2.038 2.091
9 C 3.754 -3.380 2.374
10 C 2.814 -4.114 3.084
11 C 1.630 -3.504 3.480
12 C 1.387 -2.176 3.160
13 C 2.369 1.048 3.905
14 C 3.366 1.985 4.156
15 C 3.557 2.500 5.431
16 C 2.751 2.088 6.482
17 C 1.746 1.158 6.245
18 C 1.561 0.646 4.968
19 C 0.641 3.507 2.339
20 C 1.456 4.486 1.793
21 C 1.916 5.534 2.586
22 C 1.556 5.603 3.922
23 C 0.743 4.617 4.476
24 C 0.294 3.571 3.690
25 C -1.808 2.368 1.589
26 C -2.650 1.262 1.546
27 C -4.012 1.388 1.777
28 C -4.556 2.637 2.048
29 C -3.730 3.752 2.070
30 C -2.367 3.618 1.844
31 H 4.259 -1.448 1.554
32 H 4.676 -3.850 2.049
33 H 2.995 -5.156 3.317
34 H 0.883 -4.074 4.019
35 H 0.443 -1.710 3.420
36 H 3.997 2.301 3.333
37 H 4.335 3.236 5.599
38 H 2.896 2.491 7.477
39 H 1.107 0.828 7.055
40 H 0.760 -0.059 4.798
41 H 1.741 4.411 0.750
42 H 2.557 6.295 2.156
43 H 1.912 6.420 4.537
44 H 0.478 4.657 5.525
45 H -0.330 2.795 4.119
46 H -2.216 0.294 1.335
47 H -4.649 0.512 1.742
48 H -5.617 2.740 2.237
49 H -4.147 4.732 2.265
50 H -1.736 4.498 1.865
51 Se 3.596 -6.645 -1.084
52 N 2.062 -6.128 -0.334
53 C 1.970 -4.841 -0.505
54 C 0.842 -4.038 -0.017
55 C -0.220 -4.585 0.690
56 C -1.208 -3.736 1.140
57 C -1.114 -2.379 0.862
58 N -0.129 -1.851 0.144
59 C 0.851 -2.674 -0.273
60 C 1.962 -2.033 -0.991
61 N 1.857 -0.710 -1.132
62 C 2.856 -0.058 -1.711
63 C 3.979 -0.706 -2.216
64 C 4.082 -2.074 -2.086
65 C 3.051 -2.759 -1.452
66 C 3.067 -4.207 -1.220
67 N 4.026 -4.996 -1.611
68 H -0.239 -5.648 0.888
69 H -2.048 -4.099 1.716
70 H -1.867 -1.691 1.214
71 H 2.749 1.018 -1.752
72 H 4.763 -0.125 -2.681
73 H 4.939 -2.624 -2.452
74 C 1.353 0.816 -4.365
75 Si -0.093 -0.401 -4.204
76 C -1.003 -0.211 -5.854
77 C 0.618 -2.157 -4.278
78 Si -1.324 -0.018 -2.238
79 Si -2.916 -1.758 -2.284
80 C -4.080 -1.851 -3.770
81 C -2.123 -3.472 -2.273
82 C -4.096 -1.677 -0.800
83 Si -2.473 1.912 -2.936
84 C -1.310 3.134 -3.787
85 C -3.347 2.890 -1.599
86 C -3.844 1.609 -4.214
87 H 2.307 0.356 -4.102
88 H 1.220 1.691 -3.728
89 H 1.423 1.161 -5.401
90 H -0.290 -0.368 -6.673
91 H -1.430 0.785 -5.973
92 H -1.807 -0.940 -5.972
93 H 1.608 -2.160 -4.747
94 H -0.039 -2.796 -4.874
95 H 0.715 -2.616 -3.292
96 H -3.529 -1.806 -4.710
97 H -4.809 -1.041 -3.772
98 H -4.630 -2.799 -3.748
99 H -1.715 -3.699 -3.261
100 H -2.870 -4.235 -2.030
101 H -1.308 -3.561 -1.554
102 H -4.253 -0.645 -0.473
103 H -3.723 -2.247 0.053
104 H -5.068 -2.094 -1.079
105 H -0.395 3.289 -3.216
106 H -1.817 4.100 -3.880
107 H -1.035 2.799 -4.790
108 H -2.633 3.391 -0.941
109 H -3.988 2.263 -0.975
110 H -3.972 3.650 -2.079
111 H -3.650 0.775 -4.883
112 H -3.958 2.512 -4.823
113 H -4.800 1.423 -3.717

Cartesian forces (eV/Å) of the 3 atoms listed first:
Co -0.600 0.291 -0.186
S -0.102 0.033 0.047
P -0.098 -0.268 0.541

## Properties
largest force on an atom: 0.69 eV/Å
net charge: -1
LUMO level (alpha / beta): 1.3 / 1.3 eV
2S+1: 2
HOMO-LUMO gap (alpha / beta): 0.1965 / 0.1988 Eh
electronic energy: -229261.7841 eV

***

No. 3
Density functional theory data (the ωB97M-V functional and the def2-TZVPD basis) for C6H9N in the gas phase.

Atoms and positions in Å:
1 C -1.709 -0.523 0.456
2 N -0.271 -0.455 0.711
3 C 0.341 0.883 0.601
4 C 1.799 0.683 0.992
5 C 0.552 -1.014 -0.375
6 C 0.459 0.006 -1.508
7 C 0.326 1.184 -0.905
8 H -2.022 -0.035 -0.481
9 H -2.006 -1.578 0.413
10 H -2.245 -0.059 1.293
11 H -0.089 1.643 1.270
12 H 1.751 0.093 1.932
13 H 1.606 -0.875 0.007
14 H 0.401 -2.075 -0.581
15 H 0.634 -0.211 -2.557
16 H 0.348 2.174 -1.345

Cartesian forces (eV/Å) of the 3 atoms listed first:
C -0.055 -0.026 0.003
N 0.171 0.038 -0.002
C 0.164 0.105 0.015

## Properties
largest force on an atom: 0.59 eV/Å
LUMO level (alpha / beta): -0.4 / -0.4 eV
energy above the lowest of the compared OMol25 structures with the same formula, charge and spin: 138.7 kcal/mol
HOMO-LUMO gap (alpha / beta): 0.3022 / 0.3022 Eh
electronic energy: -7852.1458 eV

***

No. 4
Density functional theory data (the ωB97M-V functional and the def2-TZVPD basis) for 8 unconnected molecules or ions with the total composition C23H67N11O8.

Atoms and positions in Å:
1 C -5.696 0.725 -5.320
2 O -4.548 -0.030 -4.953
3 C -4.350 -0.169 -3.560
4 C -2.905 -0.831 -3.411
5 C -2.684 -1.122 -1.927
6 N -1.837 0.090 -3.881
7 H -5.730 0.998 -6.375
8 H -5.624 1.638 -4.729
9 H -6.586 0.155 -5.052
10 H -4.295 0.787 -3.038
11 H -5.204 -0.612 -3.047
12 H -2.898 -1.739 -4.015
13 H -2.536 -0.241 -1.302
14 H -1.766 -1.659 -1.689
15 H -3.495 -1.723 -1.515
16 H -2.042 1.017 -3.536
17 H -1.786 0.260 -4.875
18 C -4.421 3.559 2.630
19 O -3.485 4.594 2.643
20 C -3.617 5.685 1.743
21 C -4.448 6.672 2.556
22 C -5.100 7.791 1.713
23 N -3.541 7.197 3.608
24 H -5.413 4.008 2.679
25 H -4.088 2.861 3.399
26 H -4.179 3.072 1.686
27 H -2.660 6.088 1.409
28 H -4.023 5.304 0.806
29 H -5.127 5.982 3.057
30 H -4.641 8.012 0.750
31 H -5.105 8.721 2.281
32 H -6.060 7.356 1.436
33 H -3.163 6.324 3.948
34 H -4.088 7.651 4.325
35 C 3.787 2.586 0.270
36 O 3.635 3.674 -0.660
37 C 4.835 4.006 -1.301
38 C 5.101 2.789 -2.320
39 C 6.524 2.817 -3.030
40 N 4.041 2.530 -3.306
41 H 2.913 2.536 0.919
42 H 4.721 2.516 0.827
43 H 3.575 1.720 -0.356
44 H 4.622 4.991 -1.716
45 H 5.622 3.971 -0.548
46 H 5.163 1.872 -1.734
47 H 6.624 2.132 -3.872
48 H 7.186 2.428 -2.256
49 H 6.811 3.849 -3.231
50 H 3.327 2.029 -2.798
51 H 3.594 3.427 -3.430
52 C -0.371 2.592 1.083
53 O -0.535 1.404 1.841
54 C 0.461 0.429 1.810
55 C 0.169 -0.806 0.938
56 C -1.007 -1.725 1.391
57 N 1.274 -1.640 0.526
58 H -0.004 2.399 0.075
59 H 0.435 3.139 1.573
60 H -1.331 3.106 1.140
61 H 1.427 0.931 1.756
62 H 0.459 -0.024 2.801
63 H -0.240 -0.417 0.005
64 H -1.169 -2.497 0.639
65 H -1.961 -1.210 1.506
66 H -0.741 -2.038 2.401
67 H 0.897 -2.350 -0.086
68 H 1.873 -1.173 -0.140
69 C 3.044 -8.025 0.282
70 O 2.599 -6.683 0.130
71 C 1.363 -6.473 -0.642
72 C 1.138 -5.013 -0.927
73 C -0.241 -4.606 -1.629
74 N 2.207 -4.440 -1.735
75 H 3.766 -8.278 -0.494
76 H 2.182 -8.690 0.333
77 H 3.528 -8.218 1.239
78 H 1.448 -7.050 -1.563
79 H 0.560 -6.864 -0.016
80 H 1.189 -4.483 0.024
81 H -0.361 -3.526 -1.715
82 H -1.061 -4.929 -0.987
83 H -0.365 -5.046 -2.619
84 H 2.194 -3.440 -1.878
85 H 3.011 -4.420 -1.124
86 N -1.323 -1.417 6.616
87 C -0.182 -1.827 5.986
88 N 0.633 -0.884 5.581
89 O -0.018 -2.991 5.694
90 H -1.825 -2.047 7.226
91 H -1.417 -0.443 6.863
92 H 0.342 0.083 5.585
93 H 1.146 -1.200 4.771
94 N 3.275 -3.948 1.643
95 C 3.010 -4.267 2.843
96 N 2.652 -3.198 3.420
97 O 3.044 -5.368 3.437
98 H 3.479 -4.727 1.034
99 H 2.891 -3.128 1.196
100 H 2.298 -3.029 4.350
101 H 2.809 -2.469 2.739
102 N 0.842 0.026 -2.660
103 C 1.509 -1.098 -2.813
104 N 1.079 -1.673 -3.897
105 O 2.397 -1.491 -2.055
106 H 0.998 0.510 -1.787
107 H -0.026 0.154 -3.159
108 H 1.378 -2.573 -4.247
109 H 0.230 -1.223 -4.206

Cartesian forces (eV/Å) of the 3 atoms listed first:
C 0.351 0.022 1.068
O 0.096 -0.114 -0.461
C 1.471 0.024 -0.632

## Properties
largest force on an atom: 7.93 eV/Å
LUMO level: 0.1 eV
SMILES: COC[C@H](C)N.COC[C@H](C)N.COC[C@H](C)N.COC[C@H](C)N.COC[C@H](C)N.NC(N)=O.NC(N)=O.NC(N)=O
energy above the lowest of the compared OMol25 structures with the same formula, charge and spin: 103.9 kcal/mol
HOMO-LUMO gap: 0.3120 Eh
electronic energy: -57704.8127 eV